Entry 1:
Molecular formula: C46H41CdF6N4O6P3S
Method: DFT, ωB97M-V/def2-TZVPD

XYZ file:
```
108
Properties=species:S:1:pos:R:3:forces:R:3
Cd -0.2352 -1.2704 0.6049 0.1 0.1 -0.1
O -1.7158 0.7224 0.7459 0.0 0.0 0.0
P -1.6263 2.0637 1.3803 0.0 0.0 0.1
C 0.0376 2.7641 1.5705 0.0 0.0 -0.1
P 1.2175 1.5591 2.2668 -0.1 0.2 -0.3
O 1.1332 0.2741 1.5312 0.1 -0.2 0.4
C 2.8486 2.2997 2.1257 0.0 0.0 0.0
C 3.0732 3.6682 2.0252 0.0 0.0 0.0
C 4.3681 4.1527 1.9184 0.0 0.0 0.0
C 5.4373 3.2673 1.9111 0.0 0.0 0.0
C 5.2130 1.9012 2.0102 0.0 0.0 0.0
C 3.9205 1.4104 2.1160 0.0 0.0 0.0
C 0.8303 1.4330 4.0156 0.1 0.0 0.0
C 1.1807 2.4465 4.9041 0.0 0.0 0.0
C 0.8392 2.3421 6.2421 0.0 0.0 0.0
C 0.1574 1.2184 6.6929 0.0 0.0 0.0
C -0.1772 0.2030 5.8103 0.0 0.0 0.0
C 0.1591 0.3030 4.4680 0.0 0.0 0.0
C -2.5873 3.2828 0.4538 0.0 0.0 0.0
C -3.6379 2.7883 -0.3146 0.0 0.0 0.0
C -4.4477 3.6603 -1.0268 0.0 0.0 0.0
C -4.2121 5.0278 -0.9753 0.0 0.0 0.0
C -3.1654 5.5233 -0.2108 0.0 0.0 0.0
C -2.3555 4.6524 0.5040 0.0 0.0 0.0
C -2.3762 2.0229 3.0246 0.0 0.0 0.0
C -3.0033 0.8398 3.4012 0.0 0.0 0.0
C -3.6158 0.7511 4.6436 0.0 0.0 0.0
C -3.5919 1.8312 5.5116 0.0 0.0 0.0
C -2.9552 3.0100 5.1419 0.0 0.0 0.0
C -2.3532 3.1068 3.8988 0.0 0.0 0.0
H -0.0057 3.6795 2.1653 0.0 0.0 0.1
H 0.4216 2.9896 0.5662 0.0 0.0 0.0
H 2.2414 4.3627 2.0099 0.0 0.0 0.0
H 4.5419 5.2178 1.8311 0.0 0.0 0.0
H 6.4486 3.6448 1.8235 0.0 0.0 0.0
H 6.0456 1.2091 2.0076 0.0 0.0 0.0
H 3.7383 0.3462 2.1934 0.0 -0.1 0.0
H 1.7382 3.3096 4.5566 0.0 0.0 0.0
H 1.1172 3.1268 6.9345 0.0 0.0 0.0
H -0.0999 1.1290 7.7412 0.0 0.0 0.0
H -0.6882 -0.6834 6.1627 0.0 0.0 0.0
H -0.0863 -0.5027 3.7864 0.0 0.0 0.0
H -3.7908 1.7166 -0.3668 0.0 0.0 0.0
H -5.2598 3.2703 -1.6273 0.0 0.0 0.0
H -4.8415 5.7072 -1.5357 0.0 0.0 0.0
H -2.9747 6.5883 -0.1762 0.0 0.0 0.0
H -1.5317 5.0485 1.0852 0.0 0.0 0.0
H -2.9588 -0.0191 2.7427 0.0 0.0 0.0
H -4.0892 -0.1762 4.9397 0.0 0.0 0.0
H -4.0561 1.7533 6.4868 0.0 0.0 0.0
H -2.9214 3.8482 5.8260 0.0 0.0 0.0
H -1.8607 4.0311 3.6173 0.0 0.0 0.0
N -1.5618 1.4022 -2.6530 0.0 0.1 0.1
N -0.5816 2.0698 -1.8907 0.0 0.0 0.0
C 0.5028 1.3081 -1.3610 0.2 0.1 -0.7
O 1.5011 1.9993 -1.0782 0.0 0.0 0.3
O 0.3704 0.0605 -1.2931 -0.1 -0.1 0.2
H -1.2972 1.3515 -3.6325 0.0 0.0 0.0
H -2.4315 1.9135 -2.5740 0.0 0.0 0.0
H -0.2132 2.9213 -2.2989 -0.1 0.0 0.1
O -1.6643 -1.8615 2.3102 0.0 0.3 0.1
C -1.6224 -3.1030 2.0705 0.0 -0.3 -0.2
O -1.0513 -3.6096 1.0942 -0.1 0.0 0.1
H -2.1441 -3.7615 2.7874 0.0 0.0 0.0
N 1.5200 -2.4769 -0.1959 0.0 0.0 -0.1
S 2.7110 -1.4764 -0.6487 0.0 0.0 0.1
C 2.5477 -1.4781 -2.4351 0.0 0.0 0.0
C 2.9382 -0.3382 -3.1152 -0.1 0.0 0.0
C 2.8393 -0.3205 -4.4996 0.0 0.0 0.0
C 2.3446 -1.4267 -5.1773 0.0 0.0 0.0
C 1.9446 -2.5572 -4.4742 0.0 0.0 0.0
C 2.0461 -2.5874 -3.0915 0.0 0.0 0.0
C 4.2221 -2.4522 -0.6118 0.0 0.0 0.0
C 5.4170 -1.7663 -0.7641 0.0 0.0 0.0
C 6.6118 -2.4668 -0.7221 0.0 0.0 0.0
C 6.6025 -3.8394 -0.5109 0.0 0.0 0.0
C 5.3995 -4.5098 -0.3427 0.0 0.0 0.0
C 4.1990 -3.8169 -0.3942 0.0 0.0 0.0
H 1.8203 -2.9490 0.6576 0.0 0.0 0.1
H 3.2534 0.5356 -2.5581 0.0 0.0 0.0
H 3.1285 0.5678 -5.0470 0.0 0.0 0.0
H 2.2604 -1.4058 -6.2570 0.0 0.0 0.0
H 1.5507 -3.4150 -5.0049 0.0 0.0 0.0
H 1.7175 -3.4383 -2.5072 0.0 0.0 0.0
H 5.4073 -0.6910 -0.9020 0.0 0.0 0.0
H 7.5504 -1.9397 -0.8362 0.0 0.0 0.0
H 7.5365 -4.3843 -0.4601 0.0 0.0 0.0
H 5.3941 -5.5755 -0.1541 0.0 0.0 0.0
H 3.2536 -4.3215 -0.2444 0.0 0.0 0.0
F 1.4310 -2.2948 2.8941 0.0 0.0 0.0
P 2.9120 -2.5528 3.5203 0.1 0.0 0.0
F 4.3885 -2.8035 4.1135 0.0 0.0 0.0
F 3.5774 -1.8782 2.1804 0.0 0.0 0.0
F 2.2467 -3.2042 4.8323 0.0 0.0 0.0
F 2.8767 -1.0818 4.2026 0.0 0.0 0.0
F 2.9511 -3.9935 2.7809 0.0 0.0 0.0
N -5.8380 -2.3932 -4.7093 0.0 0.0 0.0
C -5.0177 -2.2307 -3.9194 0.0 0.0 0.0
C -3.9926 -2.0187 -2.9342 0.0 0.0 0.0
C -4.3598 -1.7096 -1.6232 0.0 0.0 0.0
C -3.3739 -1.4868 -0.6678 0.0 0.0 0.0
C -2.0843 -1.5898 -1.1075 -0.1 -0.1 -0.1
C -1.6519 -1.8893 -2.3694 -0.1 0.0 0.0
C -2.6500 -2.1170 -3.3078 0.0 0.0 0.0
H -5.4084 -1.6465 -1.3611 0.0 0.0 0.0
H -3.6015 -1.2419 0.3609 0.0 0.0 0.0
H -0.6009 -1.9077 -2.6228 0.0 0.0 0.0
H -2.3961 -2.3542 -4.3333 0.0 0.0 0.0
```
Positions in Å, forces in eV/Å.

Properties
- E_tot (hartree) = -4637.55281
- HOMO-LUMO gap (spin up / spin down) (eV) = 8.02 / 7.21
- net charge = -1
- HOMO (spin up / spin down) (eV) = -5.9 / -5.9
- 2S+1 = 2
- relative energy (zero: lowest compared OMol25 entry of this formula, charge and spin) (kJ/mol) = 0.0

***

Entry 2:
Molecular formula: C46H41F3N6O2PTl
Method: DFT, ωB97M-V/def2-TZVPD

XYZ file:
```
100
Properties=species:S:1:pos:R:3:forces:R:3
Tl -0.0887 -0.1504 0.0564 0.2 0.2 -0.1
C -5.3132 1.7437 -2.0977 0.0 0.0 0.0
C -4.2101 1.0335 -2.5612 -0.1 0.0 0.0
C -2.9701 1.1895 -1.9728 -0.1 -0.1 0.1
C -2.7891 2.0521 -0.8823 0.0 0.1 -0.1
C -3.9073 2.7709 -0.4305 0.0 0.0 0.0
C -5.1475 2.6154 -1.0304 0.0 0.0 0.0
N -1.5676 2.0871 -0.2372 -0.1 -0.3 0.2
C -0.9406 3.2111 0.0528 0.0 0.2 0.0
C -1.2730 4.4904 -0.5271 0.0 -0.1 0.0
C -0.4964 5.5928 -0.3283 0.1 0.1 0.0
C 0.6731 5.5370 0.4648 -0.1 0.1 0.0
C 0.9975 4.3569 1.0768 0.0 -0.1 0.1
C 0.2008 3.2043 0.9360 -0.1 0.0 0.0
N 0.4433 2.0371 1.6342 -0.1 0.2 -0.1
N 1.4794 2.0261 2.3799 -0.1 -0.1 -0.1
C 1.7229 0.7778 2.9329 0.2 0.1 0.1
C 2.8480 0.6764 3.7710 0.0 0.0 0.0
C 3.2273 -0.5546 4.2413 0.0 0.0 0.1
C 2.4986 -1.6831 3.8515 0.0 0.1 0.0
C 1.3964 -1.4839 3.0446 0.3 -0.2 0.0
N 0.9870 -0.2898 2.6156 0.1 0.0 -0.1
H -6.2856 1.6104 -2.5554 0.0 0.0 0.0
H -4.3175 0.3385 -3.3844 0.0 0.0 0.0
H -2.1221 0.6170 -2.3245 0.0 0.0 0.0
H -3.7882 3.4394 0.4144 0.0 0.0 0.0
H -5.9952 3.1756 -0.6515 0.0 0.0 0.0
H -2.1511 4.5467 -1.1570 0.0 0.0 0.0
H -0.7740 6.5291 -0.8029 0.0 0.0 0.0
H 1.2901 6.4174 0.5941 0.0 0.0 0.0
H 1.8707 4.2775 1.7110 0.0 0.0 0.0
H 3.4001 1.5783 3.9955 0.0 0.0 0.0
H 4.0930 -0.6523 4.8864 0.0 0.0 0.0
H 2.7858 -2.6809 4.1510 0.0 0.0 0.0
H 0.7986 -2.3269 2.7143 0.1 0.0 0.0
O 2.9966 -3.0753 -4.2788 0.2 -0.2 -0.3
C 2.5958 -2.6696 -3.1799 -0.1 0.2 0.1
O 1.6184 -1.9216 -2.9312 -0.3 0.1 0.0
C 3.4027 -3.1137 -1.9470 0.1 0.0 0.2
P 2.7248 -2.4231 -0.3663 0.3 -0.2 0.0
C 3.8152 -3.4400 0.7548 -0.2 0.1 0.0
C 3.1691 -4.4045 1.5254 0.0 0.0 0.0
C 3.8757 -5.2657 2.3553 0.0 0.0 0.0
C 5.2558 -5.1681 2.4378 0.0 0.0 0.0
C 5.9185 -4.2180 1.6699 0.0 0.0 0.0
C 5.2054 -3.3721 0.8356 0.0 0.0 -0.1
C 3.5699 -0.7883 -0.3047 -0.1 -0.1 0.1
C 3.3702 0.1050 -1.3580 -0.1 0.0 -0.1
C 3.8868 1.3895 -1.3045 0.0 0.0 0.0
C 4.6070 1.8150 -0.1967 0.0 0.0 0.0
C 4.7864 0.9452 0.8680 0.0 0.0 0.0
C 4.2630 -0.3393 0.8170 0.0 0.0 0.1
H 4.4496 -2.8255 -2.0812 0.0 -0.1 0.0
H 3.3651 -4.2048 -1.8792 0.0 0.0 0.0
H 2.0889 -4.4728 1.4710 0.0 0.0 0.0
H 3.3462 -6.0070 2.9420 0.0 0.0 0.0
H 5.8137 -5.8272 3.0928 0.0 0.0 0.0
H 6.9978 -4.1357 1.7236 0.0 0.0 0.0
H 5.7378 -2.6451 0.2344 0.0 0.0 0.0
H 2.7619 -0.1965 -2.2029 0.0 0.0 0.0
H 3.6895 2.0686 -2.1243 0.0 0.0 0.0
H 4.9986 2.8238 -0.1516 0.0 0.0 0.0
H 5.3086 1.2710 1.7601 0.0 0.0 0.0
H 4.3724 -0.9802 1.6828 0.0 0.0 0.0
C -1.7636 -1.6060 3.2639 0.0 0.0 0.0
N -2.1595 -0.5868 2.3216 -0.1 0.0 0.0
C -2.2089 0.7119 2.9477 -0.1 0.0 0.3
C -3.3810 -0.9524 1.6152 0.1 0.0 0.2
C -3.1644 -1.5977 0.2600 -0.2 -0.1 0.0
C -4.2838 -2.1750 -0.3404 0.0 -0.1 0.0
C -4.1892 -2.7600 -1.5926 0.1 0.0 0.0
C -2.9582 -2.7746 -2.2431 0.0 0.0 0.0
C -1.8525 -2.1939 -1.6326 -0.1 0.0 0.0
C -1.9293 -1.5874 -0.3721 0.1 0.1 -0.1
H -2.5315 -1.7682 4.0471 0.0 0.0 0.0
H -0.8263 -1.3253 3.7476 -0.3 0.0 0.0
H -1.6090 -2.5499 2.7393 0.0 -0.1 0.0
H -2.9796 0.7686 3.7412 0.0 0.0 0.0
H -2.4113 1.4710 2.2033 0.0 0.2 -0.2
H -1.2362 0.9335 3.3858 0.0 0.0 0.0
H -4.0184 -0.0691 1.4900 0.2 0.1 0.0
H -3.9588 -1.6634 2.2317 -0.1 0.1 0.0
H -5.2422 -2.1625 0.1742 0.0 0.0 0.0
H -5.0657 -3.1961 -2.0580 0.0 0.0 0.0
H -2.8661 -3.2268 -3.2245 0.0 0.0 0.0
H -0.9019 -2.1942 -2.1626 0.0 0.0 0.0
F -3.7540 2.3391 -5.7698 -0.1 0.0 0.1
C -2.5152 2.2315 -6.2826 0.0 0.0 0.1
F -2.5706 1.2664 -7.2154 0.1 -0.1 -0.1
F -2.2885 3.3876 -6.9464 0.1 0.1 0.0
C -1.4755 1.9754 -5.2285 0.0 0.0 -0.1
C -1.2044 2.9647 -4.2938 0.0 -0.1 0.0
C -0.2435 2.6993 -3.3333 0.0 0.1 0.0
N 0.4191 1.5480 -3.2562 0.1 0.0 0.0
C 0.1408 0.5973 -4.1438 -0.1 -0.1 0.1
C -0.7987 0.7721 -5.1580 0.0 0.0 0.0
H -1.7354 3.9061 -4.2998 0.0 0.0 0.0
H -0.0056 3.4410 -2.5785 0.0 0.0 0.0
H 0.6580 -0.3516 -4.0052 0.1 0.0 -0.1
H -0.9886 -0.0229 -5.8636 0.0 0.0 0.0
```
Positions in Å, forces in eV/Å.

Properties
- E_tot (hartree) = -3069.98028
- HOMO-LUMO gap (eV) = 5.08
- net charge = -2
- HOMO (eV) = -0.9
- relative energy (zero: lowest compared OMol25 entry of this formula, charge and spin) (kJ/mol) = 0.0